# 1
{"formula": "C3H3IO2", "method": "the ωB97M-V functional and the def2-TZVPD basis", "total_charge": 0, "smiles": "C#C[C@@H](I)OO", "max_force_ev_per_a": 5.402, "molar_mass_g_mol": 197.96, "relative_energy_ev": 6.120, "species": ["C", "C", "C", "O", "O", "I", "H", "H", "H"], "positions_angstrom": [[-0.873, 0.589, -2.353], [-0.740, 0.216, -1.211], [-0.208, -0.209, 0.467], [1.429, 0.699, 1.804], [1.041, 0.207, 0.527], [-0.429, -2.285, 0.628], [-1.109, 0.638, -3.387], [-0.821, 0.161, 1.271], [1.709, -0.017, 2.254]], "forces_ev_per_a": [[-0.1691, -0.9572, 0.9498], [1.3091, -0.2510, 3.7376], [-2.8595, 0.7392, -3.8472], [-2.2913, 4.3501, -2.2390], [2.8375, 0.6545, -0.5130], [-0.0630, -1.2030, 0.0690], [0.0628, 0.3517, -0.1520], [-0.4553, 0.6886, -0.2621], [1.6288, -4.3731, 2.2567]], "nbo_charge": [-0.263, -0.053, -0.023, -0.405, -0.280, 0.099, 0.241, 0.228, 0.456]}

***

# 2
{"formula": "C14H17N3O2", "method": "the ωB97M-V functional and the def2-TZVPD basis", "total_charge": 0, "smiles": "COC(=O)[C@@H]1C[C@@H]1c1ccc(Cn2ccnc2)n1C", "max_force_ev_per_a": 2.898, "molar_mass_g_mol": 259.31, "relative_energy_ev": 3.132, "species": ["O", "N", "O", "C", "C", "C", "C", "C", "C", "C", "C", "N", "N", "C", "C", "C", "C", "C", "C", "H", "H", "H", "H", "H", "H", "H", "H", "H", "H", "H", "H", "H", "H", "H", "H", "H"], "positions_angstrom": [[-1.608, 3.248, 0.904], [2.445, -4.183, -1.947], [-3.224, 2.470, -0.510], [-2.441, 2.406, 0.593], [1.998, -2.983, -2.147], [3.240, -4.147, -0.816], [2.020, 0.724, 0.747], [0.893, 1.003, 1.636], [3.249, -2.883, -0.346], [1.551, -0.145, -0.214], [-0.204, 0.313, 1.200], [0.172, -0.375, 0.029], [2.499, -2.106, -1.204], [-2.930, 3.542, -1.400], [-0.713, -1.115, -0.792], [2.404, -0.635, -1.285], [-2.111, 1.191, 2.877], [-1.553, 0.206, 1.865], [-2.704, 1.177, 1.480], [1.308, -2.750, -3.007], [3.826, -4.916, -0.353], [3.032, 1.155, 0.838], [0.958, 1.683, 2.505], [3.836, -2.555, 0.513], [-3.104, 4.492, -0.892], [-1.905, 3.452, -1.775], [-3.644, 3.444, -2.242], [-1.754, -0.696, -0.793], [-0.367, -1.095, -1.835], [-0.743, -2.165, -0.547], [3.401, -0.208, -1.200], [1.953, -0.321, -2.228], [-2.713, 0.796, 3.681], [-1.535, 2.048, 3.182], [-1.813, -0.869, 2.040], [-3.718, 0.798, 1.444]], "forces_ev_per_a": [[-1.2163, -1.0356, -0.9143], [0.0401, -1.5254, 0.0223], [0.4242, -0.6492, 0.7534], [1.0430, 0.1693, 1.3131], [0.0827, 0.2808, -0.3982], [-0.6077, 0.8739, -0.4888], [-1.4758, 0.1583, 0.8947], [1.3235, 0.4821, 0.0580], [0.8122, 0.7901, 0.5309], [-0.8054, 1.7786, 2.1410], [0.5817, 0.3308, 0.0626], [1.3720, 0.9768, 1.0060], [-0.3728, -0.0679, -1.1373], [-0.4824, 0.1734, -0.6449], [-1.0654, -0.1494, -1.3754], [-0.7288, -1.2593, -0.1952], [0.5386, -0.2924, -0.8026], [-0.1223, -0.4835, -0.5384], [-0.1247, 0.5188, 0.1311], [0.9869, 0.1794, 1.2591], [-0.2507, -0.6769, -0.3599], [-0.7587, -0.4947, -0.1649], [-0.2840, -0.6660, -0.6419], [-0.5080, 0.4844, -0.4293], [0.2670, -0.0041, -0.1286], [-0.1688, 0.1992, 0.1804], [0.4496, -0.0046, 0.5608], [0.9859, -0.2876, 0.2024], [-0.0886, 0.2024, 0.2047], [-0.1625, -0.4670, 0.3720], [-0.1146, 0.0888, 0.0006], [0.3397, -0.5135, -0.4199], [-0.0947, -0.2219, -0.1229], [0.2740, 0.1826, -0.2755], [-0.1915, 1.1256, -0.2742], [0.1025, -0.1962, -0.3812]], "nbo_charge": [-0.596, -0.466, -0.506, 0.794, 0.160, -0.105, -0.275, -0.268, -0.095, 0.106, 0.132, -0.345, -0.362, -0.261, -0.406, -0.233, -0.385, -0.230, -0.338, 0.204, 0.209, 0.222, 0.225, 0.223, 0.197, 0.195, 0.195, 0.220, 0.202, 0.205, 0.233, 0.218, 0.222, 0.241, 0.235, 0.235]}